{"formula": "C22H48ClInO27PS6", "method": "wB97M-V/def2-TZVPD", "spin_multiplicity": 1, "homo_lumo_gap_ha": 0.1892, "e_homo_ev": -3.62, "e_tot_ha": -6279.17095, "total_charge": -1, "mol_weight_g_mol": 1118.25, "lumo_energy_ha": 0.05597, "species": ["C", "C", "O", "In", "C", "C", "C", "C", "C", "C", "C", "O", "C", "P", "O", "Cl", "H", "H", "H", "H", "H", "H", "H", "H", "H", "H", "H", "H", "H", "H", "H", "H", "H", "H", "H", "H", "H", "H", "H", "H", "C", "C", "O", "S", "O", "O", "O", "H", "H", "H", "H", "C", "C", "O", "S", "O", "O", "O", "H", "H", "H", "H", "C", "C", "O", "S", "O", "O", "O", "H", "H", "H", "H", "C", "C", "O", "S", "O", "O", "O", "H", "H", "H", "H", "C", "C", "O", "S", "O", "O", "O", "H", "H", "H", "H", "C", "C", "O", "S", "O", "O", "O", "H", "H", "H", "H"], "coordinates": [[5.00, 1.64, 2.75], [5.08, 1.40, 1.24], [3.86, 1.27, 0.55], [2.05, 1.78, 1.50], [0.43, 1.14, 0.11], [-0.53, 0.05, 0.64], [-0.97, 0.42, 2.08], [-2.31, -0.24, 2.53], [-2.70, 0.34, 3.90], [-3.19, 1.81, 3.86], [-3.81, 2.25, 2.53], [-4.11, 3.65, 2.58], [-3.02, 4.46, 2.17], [1.70, 4.30, 1.90], [3.13, 5.00, 2.45], [0.43, 4.35, 3.61], [6.03, 1.58, 3.13], [4.65, 2.64, 3.01], [4.44, 0.86, 3.29], [5.66, 0.48, 1.07], [5.64, 2.25, 0.81], [1.95, 0.96, 3.09], [0.89, 0.74, -0.80], [-0.15, 2.02, -0.20], [-1.38, 0.01, -0.06], [-0.02, -0.92, 0.60], [-1.03, 1.51, 2.13], [-0.20, 0.01, 2.74], [-3.09, -0.14, 1.76], [-2.09, -1.30, 2.65], [-3.45, -0.31, 4.36], [-1.81, 0.30, 4.54], [-2.40, 2.50, 4.18], [-3.99, 1.91, 4.61], [-3.16, 2.06, 1.67], [-4.75, 1.72, 2.35], [-3.27, 4.98, 1.24], [-2.80, 5.21, 2.94], [-2.10, 3.90, 1.99], [3.23, 4.66, 3.36], [-3.37, -3.60, -2.81], [-2.06, -4.02, -2.18], [-1.90, -3.14, -1.07], [-3.34, -2.78, -0.47], [-3.60, -3.63, 0.63], [-3.43, -1.37, -0.38], [-4.23, -3.29, -1.71], [-3.25, -2.70, -3.42], [-3.81, -4.39, -3.42], [-1.21, -3.92, -2.86], [-2.10, -5.05, -1.81], [4.79, -2.81, 0.74], [3.85, -1.99, 1.58], [2.67, -2.80, 1.68], [3.08, -4.34, 1.68], [3.13, -4.81, 3.02], [2.32, -5.01, 0.68], [4.58, -4.17, 1.15], [4.54, -2.73, -0.32], [5.83, -2.53, 0.88], [3.63, -1.02, 1.14], [4.25, -1.84, 2.59], [-8.83, -1.43, -0.38], [-9.40, -1.81, -1.73], [-8.26, -2.02, -2.56], [-7.05, -2.61, -1.66], [-7.03, -4.02, -1.81], [-5.90, -1.81, -1.87], [-7.68, -2.26, -0.23], [-8.51, -0.39, -0.35], [-9.53, -1.61, 0.43], [-10.04, -1.03, -2.15], [-9.96, -2.74, -1.68], [-3.98, 0.86, -2.74], [-3.81, 2.34, -3.04], [-2.40, 2.55, -3.01], [-1.64, 1.24, -3.53], [-1.32, 1.41, -4.90], [-0.69, 0.86, -2.56], [-2.89, 0.23, -3.43], [-3.88, 0.65, -1.68], [-4.93, 0.47, -3.10], [-4.30, 2.97, -2.30], [-4.17, 2.59, -4.04], [5.50, -7.03, -3.17], [6.86, -7.38, -2.62], [7.07, -6.45, -1.56], [5.65, -6.11, -0.87], [5.50, -6.92, 0.29], [5.51, -4.70, -0.83], [4.72, -6.70, -2.03], [5.54, -6.16, -3.82], [5.04, -7.86, -3.71], [7.65, -7.29, -3.36], [6.88, -8.39, -2.20], [5.66, 7.65, -1.70], [4.74, 8.48, -0.83], [3.54, 7.71, -0.74], [3.90, 6.14, -0.77], [3.94, 5.65, 0.55], [3.11, 5.53, -1.79], [5.41, 6.30, -1.31], [5.40, 7.75, -2.76], [6.70, 7.90, -1.56], [4.53, 9.46, -1.26], [5.14, 8.60, 0.18]]}

{"formula": "C3H2ClF5O", "method": "wB97M-V/def2-TZVPD", "spin_multiplicity": 1, "homo_lumo_gap_ha": 0.4575, "e_homo_ev": -11.77, "e_tot_ha": -1150.24887, "de_lowest_ev": 1.250, "total_charge": 0, "mol_weight_g_mol": 184.49, "lumo_energy_ha": 0.02480, "species": ["C", "C", "C", "H", "H", "O", "F", "F", "F", "F", "F", "Cl"], "coordinates": [[-0.12, 1.57, -0.71], [0.12, -0.78, -0.43], [-0.10, -1.15, 0.99], [0.11, 1.73, 0.48], [0.05, -2.06, 1.38], [-0.51, 0.19, -0.91], [0.98, 1.78, -1.40], [-1.16, 2.32, -1.05], [-0.14, -1.87, -1.17], [1.49, -0.59, -0.59], [-1.43, -1.07, 1.21], [0.71, -0.09, 2.19]]}

{"formula": "C16H40ClO2P2ScSi2", "method": "wB97M-V/def2-TZVPD", "spin_multiplicity": 1, "homo_lumo_gap_ha": [0.2709, 0.2024], "e_homo_ev": [-15.93, -15.20], "e_tot_ha": -3266.18554, "de_lowest_ev": 0.000, "total_charge": 2, "mol_weight_g_mol": 463.02, "lumo_energy_ha": [-0.31462, -0.35632], "species": ["C", "C", "H", "H", "H", "O", "Cl", "Sc", "P", "C", "C", "H", "H", "H", "H", "H", "H", "C", "H", "H", "H", "P", "C", "C", "H", "H", "H", "C", "H", "H", "H", "H", "H", "H", "C", "O", "C", "Si", "C", "C", "C", "Si", "C", "C", "C", "H", "H", "H", "H", "H", "H", "H", "H", "H", "H", "H", "H", "H", "H", "H", "H", "H", "H", "H"], "coordinates": [[1.44, -0.29, -2.76], [0.19, 0.37, -2.27], [1.48, -0.29, -3.87], [1.53, -1.34, -2.42], [2.35, 0.24, -2.41], [-0.56, 1.04, -2.90], [2.02, -1.53, 1.77], [0.36, -0.37, 0.57], [-0.83, -2.09, -1.04], [-2.60, -2.26, -0.60], [-1.00, -2.43, -2.84], [-1.62, -3.34, -2.94], [-0.88, -4.48, -0.61], [-0.03, -2.61, -3.29], [0.72, -3.94, -1.21], [-3.17, -1.54, -1.20], [-1.50, -1.60, -3.35], [-0.11, -3.70, -0.54], [-2.92, -3.28, -0.84], [0.28, -3.67, 0.49], [-2.79, -2.05, 0.46], [1.41, 1.97, -0.05], [0.46, 3.46, 0.42], [2.84, 2.06, 1.09], [3.08, 2.06, -1.83], [2.59, 3.69, -1.28], [1.51, 2.76, -2.35], [2.23, 2.69, -1.53], [3.60, 1.34, 0.75], [3.26, 3.08, 1.06], [1.12, 4.33, 0.33], [0.07, 3.38, 1.44], [2.57, 1.81, 2.12], [-0.39, 3.58, -0.27], [-1.47, 0.71, -0.30], [-2.46, 1.19, -0.67], [-1.92, 1.29, 5.28], [-1.07, 1.32, 3.58], [-2.25, 2.39, 2.57], [0.57, 2.18, 3.91], [-0.69, -0.32, 2.73], [-1.79, -1.70, 3.44], [-3.61, -1.27, 3.23], [-1.46, -3.37, 2.64], [-1.48, -2.05, 5.28], [-1.93, 2.33, 5.64], [-1.40, 0.69, 6.02], [-2.97, 0.96, 5.23], [-2.23, 3.42, 2.95], [-2.04, 2.40, 1.50], [-3.28, 2.02, 2.69], [1.40, 1.47, 3.85], [0.78, 3.02, 3.24], [0.55, 2.57, 4.94], [0.30, -0.62, 3.19], [-3.78, -0.64, 2.34], [-4.19, -2.20, 3.11], [-4.00, -0.74, 4.11], [-0.40, -3.63, 2.69], [-2.02, -4.13, 3.21], [-1.79, -3.42, 1.60], [-1.02, -3.05, 5.37], [-0.82, -1.33, 5.77], [-2.43, -2.08, 5.83]]}

{"formula": "C3H7NO", "method": "wB97M-V/def2-TZVPD", "spin_multiplicity": 1, "homo_lumo_gap_ha": 0.3836, "e_homo_ev": -9.58, "e_tot_ha": -248.42489, "de_lowest_ev": 2.765, "total_charge": 0, "mol_weight_g_mol": 73.09, "lumo_energy_ha": 0.03149, "species": ["O", "C", "H", "H", "C", "C", "N", "H", "H", "H", "H", "H"], "coordinates": [[1.43, -3.50, -1.89], [1.41, -3.88, -3.03], [2.33, -3.84, -3.64], [0.51, -4.29, -3.52], [0.10, 2.25, 2.04], [-1.80, 1.55, 0.88], [-1.31, 1.90, 1.98], [0.75, 1.37, 2.08], [0.29, 2.72, 3.00], [0.46, 2.89, 1.23], [-2.87, 1.35, 0.96], [-1.30, 1.49, -0.09]]}